[1]
Here is the molecule C2H5N3O3 in a non-equilibrium geometry from OMol25. Energies are from the ωB97M-V functional and the def2-TZVPD basis.

Calculated values
- energy relative to the best compared isomer or geometry (same formula, charge and spin) (kJ/mol) = 551.5
- SMILES string = [H]/N=C(/NO)ONC=O
- Kohn-Sham gap (eV) = 9.939

Positions of all 13 atoms, in Å:
H: 0.750 -1.352 1.161
N: 0.402 -0.637 1.824
C: -0.185 0.232 1.115
N: -1.166 1.170 1.416
O: -1.223 2.122 0.144
O: -0.110 0.223 -0.262
N: 0.952 -0.585 -0.810
C: 0.347 -1.470 -1.625
O: -0.720 -1.967 -1.724
H: -1.573 1.673 2.304
H: -0.247 2.350 0.016
H: 1.475 0.078 -1.552
H: 1.300 -1.837 -2.007

[2]
Here is the molecule C2H5N3O5S in a non-equilibrium geometry from OMol25. Energies are from the ωB97M-V functional and the def2-TZVPD basis.

Calculated values
- energy relative to the best compared isomer or geometry (same formula, charge and spin) (kJ/mol) = 0.0
- Kohn-Sham gap (alpha / beta) (eV) = 9.006 / 9.014

Positions of all 16 atoms, in Å:
C: -2.152 -1.424 0.511
C: 2.119 1.061 -0.172
N: -0.132 0.085 0.242
N: 0.638 1.214 -0.273
N: 2.326 -0.417 -0.032
O: 0.144 2.177 -0.747
O: 2.130 -1.079 -1.026
O: 2.755 -0.811 1.009
O: -1.949 0.216 -1.541
O: -2.323 1.240 0.639
S: -1.799 0.149 -0.158
H: -2.691 -2.151 -0.145
H: -1.165 -1.762 0.890
H: -2.920 -1.437 1.208
H: 2.642 1.533 0.745
H: 2.376 1.407 -1.150

[3]
Here is the molecule C2H5N3OS in a non-equilibrium geometry from OMol25. Energies are from the ωB97M-V functional and the def2-TZVPD basis.

Calculated values
- energy relative to the best compared isomer or geometry (same formula, charge and spin) (kJ/mol) = 375.4
- SMILES string = [H]/N=C/N(O)/C=N/S
- Kohn-Sham gap (eV) = 8.955

Positions of all 12 atoms, in Å:
H: 1.611 2.495 -0.377
N: 0.899 1.843 -0.007
C: 1.367 0.670 -0.075
N: 0.648 -0.514 0.152
O: 1.428 -1.642 -0.162
C: -0.708 -0.705 -0.026
N: -1.528 0.266 0.149
S: -3.184 -0.129 -0.091
H: 2.398 0.384 -0.227
H: 1.600 -2.023 0.696
H: -0.989 -1.754 -0.275
H: -3.541 1.109 0.243

[4]
Here is the molecule C2H5N3OS in a non-equilibrium geometry from OMol25. Energies are from the ωB97M-V functional and the def2-TZVPD basis.

Calculated values
- energy relative to the best compared isomer or geometry (same formula, charge and spin) (kJ/mol) = 621.9
- SMILES string = N/N=C\NOC=S
- Kohn-Sham gap (eV) = 9.493

Positions of all 12 atoms, in Å:
N: -0.063 3.277 0.959
N: 1.201 2.381 0.941
C: 1.089 1.162 0.621
N: -0.172 0.676 0.296
O: -0.346 -0.330 -0.771
C: -0.651 -1.575 -0.317
S: -0.383 -2.939 -0.954
H: 0.503 4.186 1.033
H: -0.744 3.330 2.035
H: 1.852 0.349 0.306
H: -0.984 1.339 0.153
H: -1.126 -1.399 0.722

[5]
Here is the molecule C2H5N3OS in a non-equilibrium geometry from OMol25. Energies are from the ωB97M-V functional and the def2-TZVPD basis.

Calculated values
- energy relative to the best compared isomer or geometry (same formula, charge and spin) (kJ/mol) = 229.0
- SMILES string = [H]/N=C/N(O)C(N)=S
- Kohn-Sham gap (eV) = 9.379

Positions of all 12 atoms, in Å:
H: -3.116 -0.348 -0.627
N: -2.147 -0.725 -0.680
C: -1.337 0.173 -0.368
N: -0.025 -0.150 -0.175
O: 0.197 -1.544 -0.091
C: 0.915 0.738 0.323
N: 2.037 0.132 0.671
S: 0.786 2.374 0.207
H: -1.644 1.198 -0.243
H: -0.713 -1.857 -0.187
H: 2.226 -0.810 0.358
H: 2.821 0.818 0.813

[6]
Here is the molecule C2H5N3OS in a non-equilibrium geometry from OMol25. Energies are from the ωB97M-V functional and the def2-TZVPD basis.

Calculated values
- energy relative to the best compared isomer or geometry (same formula, charge and spin) (kJ/mol) = 113.8
- SMILES string = NNC(=S)NC=O
- Kohn-Sham gap (eV) = 9.152

Positions of all 12 atoms, in Å:
N: -0.519 -1.095 -1.926
N: -0.429 -0.468 -0.678
C: 0.696 0.056 -0.213
S: 2.078 0.266 -1.110
N: 0.598 0.621 1.023
C: -0.519 0.652 1.867
O: -1.627 0.262 1.595
H: -0.337 -0.398 -2.641
H: 0.203 -1.773 -1.965
H: -1.287 -0.292 -0.209
H: 1.377 1.080 1.411
H: -0.235 1.088 2.847

[7]
Here is the molecule C2H5N3OS in a non-equilibrium geometry from OMol25. Energies are from the ωB97M-V functional and the def2-TZVPD basis.

Calculated values
- energy relative to the best compared isomer or geometry (same formula, charge and spin) (kJ/mol) = 448.4
- Kohn-Sham gap (eV) = 8.600

Positions of all 12 atoms, in Å:
C: -1.548 0.932 -1.043
C: 1.028 -0.663 0.755
N: 0.752 0.542 -1.960
N: -0.441 0.289 -2.118
N: -0.909 1.281 -0.023
O: -2.569 0.681 -1.553
S: 1.568 0.413 -0.623
H: 0.736 -1.629 0.188
H: 0.286 -0.051 1.253
H: 1.867 -0.898 1.292
H: -0.973 0.458 -2.964
H: -1.137 2.150 0.376

[8]
Here is the molecule C2H5N3OS in a non-equilibrium geometry from OMol25. Energies are from the ωB97M-V functional and the def2-TZVPD basis.

Calculated values
- energy relative to the best compared isomer or geometry (same formula, charge and spin) (kJ/mol) = 35.1
- SMILES string = [H]/N=C(/N)SC(N)=O
- Kohn-Sham gap (eV) = 9.883

Positions of all 12 atoms, in Å:
H: 1.408 -0.870 1.307
N: 1.795 0.061 1.183
C: 1.240 0.710 0.254
N: 1.633 2.003 -0.026
S: -0.035 0.163 -0.893
C: -1.002 -1.219 -0.143
N: -2.242 -1.296 -0.729
O: -0.636 -1.936 0.756
H: 2.186 2.443 0.687
H: 1.036 2.592 -0.592
H: -2.524 -0.633 -1.427
H: -2.858 -2.018 -0.377

[9]
Here is the molecule C2H5N3OS2 in a non-equilibrium geometry from OMol25. Energies are from the ωB97M-V functional and the def2-TZVPD basis.

Calculated values
- energy relative to the best compared isomer or geometry (same formula, charge and spin) (kJ/mol) = 148.0
- SMILES string = [H]/N=C(\N)SC(=S)NO
- Kohn-Sham gap (eV) = 8.757

Positions of all 13 atoms, in Å:
H: -2.892 -0.841 0.749
N: -1.890 -0.825 0.518
C: -1.206 -0.015 1.240
N: -1.650 0.687 2.321
S: 0.524 0.275 0.978
C: 0.754 0.133 -0.788
S: 1.459 1.368 -1.648
N: 0.387 -1.014 -1.361
O: 0.018 -2.152 -0.697
H: -1.193 1.546 2.565
H: -2.650 0.609 2.554
H: 0.556 -1.173 -2.356
H: -0.912 -1.857 -0.283

[10]
Here is a structure of composition C2H5N3S in a non-equilibrium geometry from OMol25. Energies are from the ωB97M-V functional and the def2-TZVPD basis.

Calculated values
- energy relative to the best compared isomer or geometry (same formula, charge and spin) (kJ/mol) = 551.1
- Kohn-Sham gap (eV) = 8.601

Positions of all 11 atoms, in Å:
C: 0.524 0.833 -0.227
C: -1.883 0.381 0.220
H: 3.014 -1.015 0.841
H: 0.733 -1.462 0.335
H: 0.282 1.875 -0.383
H: -0.628 -0.919 -1.009
H: -1.743 1.356 0.882
N: 1.951 -1.000 -0.079
N: 1.721 0.359 -0.238
N: -0.626 -0.063 -0.183
S: -3.345 -0.346 -0.158

[11]
Here is the molecule C2H5N3S in a non-equilibrium geometry from OMol25. Energies are from the ωB97M-V functional and the def2-TZVPD basis.

Calculated values
- energy relative to the best compared isomer or geometry (same formula, charge and spin) (kJ/mol) = 170.3
- SMILES string = N/N=C\NC=S
- Kohn-Sham gap (eV) = 8.937

Positions of all 11 atoms, in Å:
N: 1.745 -1.044 -0.103
N: 1.660 0.359 -0.110
C: 0.469 0.811 -0.097
N: -0.668 0.015 -0.106
C: -1.908 0.478 0.029
S: -3.294 -0.416 -0.097
H: 2.756 -1.255 -0.119
H: 1.336 -1.444 0.784
H: 0.339 1.871 -0.144
H: -0.517 -0.932 -0.341
H: -1.919 1.559 0.304

[12]
Here is the molecule C2H5N3S in a non-equilibrium geometry from OMol25. Energies are from the ωB97M-V functional and the def2-TZVPD basis.

Calculated values
- energy relative to the best compared isomer or geometry (same formula, charge and spin) (kJ/mol) = 287.6
- SMILES string = C=NN/C=N\S
- Kohn-Sham gap (eV) = 9.614

Positions of all 11 atoms, in Å:
C: -1.073 -1.292 0.401
N: -1.442 -0.487 -0.509
N: -0.862 0.734 -0.595
C: 0.232 1.291 0.125
N: 1.395 0.803 0.310
S: 1.844 -0.665 -0.444
H: -0.180 -1.220 0.964
H: -1.644 -2.211 0.371
H: -1.462 1.369 -1.088
H: 0.042 2.312 0.468
H: 3.150 -0.632 -0.002

Q: Which of these has the highest energy relative to the best compared isomer or geometry (same formula, charge and spin)?
A: number 4

Q: What is the energy relative to the best compared isomer or geometry (same formula, charge and spin) in the first record?
A: 551.5 kJ/mol

Q: Which of these has the lowest energy relative to the best compared isomer or geometry (same formula, charge and spin)?
A: C2H5N3O5S

Copy entry 2 word for word.
Here is the molecule C2H5N3O5S in a non-equilibrium geometry from OMol25. Energies are from the ωB97M-V functional and the def2-TZVPD basis.

Calculated values
- energy relative to the best compared isomer or geometry (same formula, charge and spin) (kJ/mol) = 0.0
- Kohn-Sham gap (alpha / beta) (eV) = 9.006 / 9.014

Positions of all 16 atoms, in Å:
C: -2.152 -1.424 0.511
C: 2.119 1.061 -0.172
N: -0.132 0.085 0.242
N: 0.638 1.214 -0.273
N: 2.326 -0.417 -0.032
O: 0.144 2.177 -0.747
O: 2.130 -1.079 -1.026
O: 2.755 -0.811 1.009
O: -1.949 0.216 -1.541
O: -2.323 1.240 0.639
S: -1.799 0.149 -0.158
H: -2.691 -2.151 -0.145
H: -1.165 -1.762 0.890
H: -2.920 -1.437 1.208
H: 2.642 1.533 0.745
H: 2.376 1.407 -1.150